(1)
27
Properties=species:S:1:pos:R:3:forces:R:3 method="wB97M-V/def2-TZVPD" s2=8.767 homo_energy_ev="-11.77 / -13.39" spin_multiplicity=6 e_lumo_ev="-3.0 / -7.6" orbital_gap_ha="0.324 / 0.214" charge=+1
C 1.326 -1.518 -2.733 -0.8 -0.8 -1.8
O 1.539 -1.252 -1.432 -0.3 -0.3 3.8
C 1.280 -2.307 -0.471 2.2 -0.5 -3.0
H 1.072 1.098 -2.487 0.0 1.2 0.5
H 0.632 -2.331 -2.977 0.3 0.5 -0.1
H 2.172 -2.393 0.177 -0.7 0.5 0.4
H 1.207 -3.258 -1.036 -0.5 0.2 0.4
Co -0.459 -1.856 0.450 -2.1 0.3 0.7
C 1.191 1.887 -1.696 0.6 -0.6 -0.9
O 0.020 1.876 -0.917 -0.2 -0.4 0.4
C 0.205 2.144 0.449 0.0 0.6 -0.1
C 0.405 0.901 1.297 0.9 0.5 0.1
O -0.636 -0.048 1.102 -0.1 -0.2 -0.2
C -1.783 0.057 1.953 -0.7 0.2 0.8
C -2.808 -0.948 1.431 -0.6 1.2 0.1
O -2.223 -2.176 1.151 2.3 -0.4 -0.9
H 1.371 2.893 -2.115 -0.1 -0.5 -0.1
H 2.097 1.592 -1.142 -0.3 0.1 0.1
H -0.688 2.691 0.779 0.2 -0.1 0.0
H 1.080 2.801 0.606 -0.3 -0.1 0.1
H 1.340 0.386 1.038 -0.2 0.1 0.0
H 0.458 1.184 2.359 -0.1 -0.2 -0.2
H -2.179 1.083 1.933 0.2 -0.3 -0.1
H -1.468 -0.190 2.981 -0.1 0.1 -0.3
H -3.604 -1.026 2.197 0.3 -0.2 -0.3
H -3.285 -0.509 0.529 0.2 -0.3 0.2
H 1.737 -0.782 -3.425 -0.1 -0.5 0.3

---

(2)
80
Properties=species:S:1:pos:R:3:forces:R:3 method="wB97M-V/def2-TZVPD" homo_energy_ev=-10.14 e_lumo_ev=-4.8 orbital_gap_ha=0.195 charge=+1
Rh 0.512 0.955 1.141 -0.1 0.1 0.0
O -4.858 4.320 4.315 0.0 0.0 0.0
C -4.715 3.262 3.711 0.0 0.0 0.0
O -5.506 2.436 3.209 0.0 0.0 0.0
C -3.269 2.850 3.391 0.0 0.0 0.0
C -2.422 3.744 2.739 0.0 0.0 0.0
C -1.268 3.280 2.149 0.0 0.0 0.0
N -0.902 1.993 2.242 0.0 0.0 0.0
C -1.648 1.153 2.990 0.0 0.0 0.0
C -2.826 1.537 3.574 0.0 0.0 0.0
C -1.171 -0.267 3.020 0.0 0.0 0.0
O -1.676 -1.137 3.664 0.0 0.0 0.0
O -0.099 -0.513 2.236 0.0 0.0 0.0
H -2.713 4.783 2.659 0.0 0.0 0.0
H -0.627 3.924 1.560 0.0 0.0 0.0
H -3.437 0.807 4.088 0.0 0.0 0.0
C -0.166 -0.493 -1.842 0.0 0.0 0.0
N 0.263 -1.803 -1.452 0.0 0.0 0.0
C 1.115 -2.016 -0.301 0.0 0.0 0.0
P 2.037 -0.538 0.253 0.1 -0.1 0.0
C 3.186 -1.175 1.496 0.0 0.0 0.0
C 4.555 -1.216 1.224 0.0 0.0 0.0
C 5.429 -1.744 2.161 0.0 0.0 0.0
C 4.947 -2.234 3.366 0.0 0.0 0.0
C 3.586 -2.197 3.638 0.0 0.0 0.0
C 2.702 -1.667 2.711 0.0 0.0 0.0
C 3.049 0.030 -1.128 0.0 0.0 0.0
C 3.734 1.240 -1.000 0.0 0.0 0.0
C 4.548 1.693 -2.025 0.0 0.0 0.0
C 4.678 0.941 -3.186 0.0 0.0 0.0
C 4.005 -0.265 -3.316 0.0 0.0 0.0
C 3.194 -0.726 -2.289 0.0 0.0 0.0
C -0.253 -2.943 -2.115 0.0 0.0 0.0
C -0.399 -4.147 -1.428 0.0 0.0 0.0
C -0.902 -5.264 -2.081 0.0 0.0 0.0
C -1.275 -5.196 -3.413 0.0 0.0 0.0
C -1.124 -3.999 -4.098 0.0 0.0 0.0
C -0.607 -2.882 -3.463 0.0 0.0 0.0
P -0.888 0.561 -0.522 0.0 0.0 0.0
C -0.750 2.268 -1.041 0.0 0.0 0.0
C -1.766 3.082 -1.524 0.0 0.0 0.0
C -1.522 4.440 -1.681 0.0 0.0 0.0
C -0.290 4.983 -1.338 0.0 0.0 0.0
C 0.725 4.177 -0.838 0.0 0.0 0.0
C 0.492 2.819 -0.696 0.0 0.0 0.0
C -2.522 0.042 -0.099 0.0 0.0 0.0
C -2.871 -1.303 -0.280 0.0 0.0 0.0
C -4.127 -1.729 0.112 0.0 0.0 0.0
C -5.020 -0.834 0.690 0.0 0.0 0.0
C -4.678 0.500 0.877 0.0 0.0 0.0
C -3.427 0.939 0.480 0.0 0.0 0.0
H -0.960 -0.575 -2.587 0.0 0.0 0.0
H 0.629 0.123 -2.284 0.0 0.0 0.0
H 1.843 -2.803 -0.522 0.0 0.0 0.0
H 0.568 -2.324 0.601 0.0 0.0 0.0
H 4.945 -0.845 0.286 0.0 0.0 0.0
H 6.488 -1.775 1.945 0.0 0.0 0.0
H 5.632 -2.645 4.095 0.0 0.0 0.0
H 3.207 -2.580 4.576 0.0 0.0 0.0
H 1.645 -1.642 2.933 0.0 0.0 0.0
H 3.660 1.816 -0.083 0.0 0.0 0.0
H 5.085 2.625 -1.918 0.0 0.0 0.0
H 5.313 1.294 -3.988 0.0 0.0 0.0
H 4.115 -0.854 -4.217 0.0 0.0 0.0
H 2.674 -1.669 -2.403 0.0 0.0 0.0
H -0.138 -4.222 -0.381 0.0 0.0 0.0
H -1.011 -6.190 -1.533 0.0 0.0 0.0
H -1.672 -6.067 -3.916 0.0 0.0 0.0
H -1.394 -3.935 -5.144 0.0 0.0 0.0
H -0.457 -1.974 -4.034 0.0 0.0 0.0
H -2.737 2.667 -1.762 0.0 0.0 0.0
H -2.304 5.082 -2.064 0.0 0.0 0.0
H -0.120 6.044 -1.461 0.0 0.0 0.0
H 1.685 4.601 -0.575 0.0 0.0 0.0
H 1.340 2.170 -0.406 0.0 0.0 0.0
H -2.176 -2.011 -0.713 0.0 0.0 0.0
H -4.404 -2.766 -0.024 0.0 0.0 0.0
H -5.993 -1.182 1.012 0.0 0.0 0.0
H -5.346 1.191 1.381 0.0 0.0 0.0
H -3.155 1.975 0.644 0.0 0.0 0.0

---

(3)
31
Properties=species:S:1:pos:R:3:forces:R:3 method="wB97M-V/def2-TZVPD" homo_energy_ev=-9.61 e_lumo_ev=0.8 orbital_gap_ha=0.382 charge=0
C -0.004 4.119 -0.289 3.6 1.8 -0.3
C -2.180 -1.690 -0.843 0.4 0.1 -0.6
C 0.634 -3.956 0.647 -2.1 2.4 -0.2
C 0.591 2.843 0.352 -2.0 -0.3 -0.7
C 1.876 2.287 -0.283 -4.3 -4.7 2.7
C -1.748 -0.327 -0.349 1.0 -0.3 -3.5
C 1.649 -2.846 0.477 -0.9 -0.8 -0.7
C 2.053 0.452 0.366 -0.6 3.0 -0.8
O 0.727 -0.004 -1.937 -0.5 1.2 -3.0
O -0.505 -0.408 0.359 1.9 0.0 -1.7
O 1.271 -2.080 -0.675 0.2 0.6 -0.6
F 2.030 0.314 1.729 -0.6 0.2 -0.4
P 0.852 -0.536 -0.629 -0.9 -1.3 4.2
Br 3.778 0.010 -0.214 1.3 -0.5 -0.4
H -0.420 4.000 -1.227 -0.8 -0.7 -2.1
H -0.732 4.570 0.292 -1.6 0.4 1.5
H 0.723 5.047 -0.451 -0.8 -2.1 0.5
H -1.287 -2.156 -1.274 -0.5 0.3 -1.4
H -2.322 -2.458 -0.116 -0.8 0.0 1.4
H -3.118 -1.555 -1.428 1.0 -0.5 -0.1
H 1.003 -4.774 1.202 0.1 -0.4 1.9
H -0.323 -3.359 0.945 1.3 -2.1 -0.1
H 0.463 -4.519 -0.261 -0.2 0.7 -0.9
H 0.647 3.193 1.427 0.5 -1.4 -0.9
H -0.253 2.006 0.185 1.9 1.9 0.9
H 1.969 2.015 -1.280 -0.7 0.0 -2.0
H 2.736 2.654 0.016 4.1 2.1 1.9
H -2.433 0.025 0.300 -2.1 1.4 2.4
H -1.788 0.415 -1.291 0.8 -1.5 2.1
H 2.584 -3.350 0.422 1.3 0.3 -1.0
H 1.727 -2.109 1.222 -0.1 0.2 1.9

---

(4)
9
Properties=species:S:1:pos:R:3:forces:R:3 method="wB97M-V/def2-TZVPD" smiles="O=C(CI)OO" homo_energy_ev=-9.67 e_lumo_ev=0.0 orbital_gap_ha=0.356 charge=0
O 0.516 -1.335 1.284 1.5 0.3 1.6
C -0.088 -1.501 0.304 -5.4 -1.5 -1.0
C -1.830 -1.942 0.208 3.5 2.3 -2.7
I -2.759 0.016 -0.089 0.1 -0.8 0.3
O 0.263 -1.358 -0.959 1.8 0.4 0.3
O 1.684 -1.028 -1.112 0.9 0.4 0.6
H -2.206 -2.456 1.035 -0.3 -0.5 1.4
H -1.991 -2.450 -0.767 0.2 0.2 0.9
H 2.179 -0.757 -0.244 -2.3 -0.8 -1.3

---

(5)
13
Properties=species:S:1:pos:R:3:forces:R:3 method="wB97M-V/def2-TZVPD" smiles="C[C@H](C=S)C(=O)C#N" homo_energy_ev=-9.36 e_lumo_ev=-0.7 orbital_gap_ha=0.319 charge=0
C 1.108 -0.423 -0.814 -0.8 -0.3 -0.7
C -0.347 -0.576 -0.158 1.8 0.7 0.1
C -1.268 0.363 -0.884 -0.3 -0.4 -1.0
S -2.153 1.564 -0.297 0.2 -0.2 0.1
C -0.299 -0.247 1.337 -1.2 -0.4 0.5
O -0.922 -0.866 2.175 1.0 0.6 -0.9
C 0.442 0.985 1.741 0.9 1.8 0.6
N 0.940 1.990 2.069 -0.9 -2.2 -0.7
H 1.102 -0.780 -1.881 -0.2 0.7 0.9
H 1.794 -1.093 -0.342 0.4 -0.6 0.6
H 1.579 0.575 -0.730 -0.7 -0.3 -0.1
H -0.677 -1.624 -0.241 0.0 0.4 -0.1
H -1.297 0.133 -1.975 0.0 0.2 0.7

---

no.,F_max (eV Å⁻¹)
1,3.8
2,0.1
3,6.9
4,5.7
5,2.5